1.
A 11-piece molecular cluster, C44H88O31 overall in a non-equilibrium geometry. Source: the Open Molecules 2025 dataset; level of theory: ωB97M-V/def2-TZVPD.

```
163
C44H88O31, DFT ωB97M-V/def2-TZVPD
C -2.32636 -1.52265 3.80768
C -3.37038 -0.46951 4.05225
O -3.06198 0.41418 5.13570
C -2.94383 1.73381 5.02567
O -3.14490 2.41016 4.07161
O -2.29099 2.20789 6.11458
C -2.11218 3.57612 6.29796
H -1.30909 -1.15164 3.93264
H -2.45259 -1.98435 2.82840
H -2.42277 -2.28682 4.57894
H -4.33293 -0.96945 4.16030
H -3.75969 0.12213 3.22370
H -2.96969 4.16455 6.62432
H -1.74676 3.94885 5.34107
H -1.30696 3.83065 6.98712
C 4.27948 -3.88102 1.14684
C 4.32415 -5.37522 1.41154
O 3.53399 -5.92560 0.44481
C 3.30542 -7.26672 0.45970
O 3.91123 -8.16498 0.97025
O 2.30417 -7.40538 -0.42894
C 1.69431 -8.68142 -0.78628
H 3.31365 -3.37632 1.17054
H 4.82913 -3.56894 0.25881
H 4.74431 -3.47103 2.04346
H 4.00326 -5.69362 2.40338
H 5.29215 -5.87628 1.41573
H 1.90547 -9.36209 -1.61102
H 0.62237 -8.49986 -0.86427
H 1.81975 -9.38680 0.03519
C -2.32829 9.26909 -2.65996
C -2.13229 8.04021 -3.52718
O -1.96285 6.92283 -2.65511
C -0.75500 6.40554 -2.36783
O 0.26920 6.79755 -2.87837
O -0.99907 5.37955 -1.58308
C 0.08082 4.68194 -0.94639
H -3.30501 9.12684 -2.19748
H -2.32908 10.19311 -3.23813
H -1.54119 9.40694 -1.91864
H -1.29751 8.00687 -4.22728
H -2.98471 7.86736 -4.18414
H -0.35756 3.79074 -0.49731
H 0.50826 5.33809 -0.18819
H 0.89233 4.46517 -1.64107
C 6.45352 2.14024 2.51186
C 6.64932 2.31950 1.01377
O 6.11216 1.15538 0.35087
C 6.90170 0.12842 -0.03089
O 8.03090 -0.03895 0.45704
O 6.28577 -0.64251 -0.93113
C 6.86208 -1.93624 -1.33264
H 5.42633 1.94541 2.82012
H 6.79888 3.09356 2.91188
H 7.14939 1.49900 3.05287
H 7.71265 2.31992 0.77411
H 6.35898 3.29912 0.63410
H 7.47107 -2.38442 -0.54755
H 7.51362 -1.80084 -2.19593
H 6.18877 -2.69055 -1.73978
C 1.76889 2.53594 2.80962
C 1.99897 3.80602 1.96068
O 0.87557 4.73039 2.15767
C 0.60657 5.30047 3.41147
O 1.17592 4.99824 4.44586
O -0.41744 6.16419 3.31820
C -0.83899 6.84888 4.45713
H 2.10381 2.75625 3.82323
H 2.37508 1.73354 2.38916
H 0.73158 2.20494 2.75927
H 1.98099 3.47932 0.92095
H 2.90791 4.39374 2.08921
H -0.03769 7.37767 4.97328
H -1.21406 6.16627 5.21967
H -1.53082 7.65508 4.21319
C -10.47073 6.92398 1.87045
C -9.98688 5.69299 1.03925
O -8.74035 5.25268 1.61024
C -8.17715 4.05526 1.24497
O -8.72742 3.21044 0.48313
O -6.90275 3.97640 1.65746
C -6.10123 2.76928 1.65948
H -9.61234 7.58293 2.00106
H -10.88100 6.70249 2.85569
H -11.28994 7.36906 1.30574
H -9.82980 5.93897 -0.01095
H -10.72643 4.89385 0.98880
H -6.57436 1.85667 2.02196
H -5.20478 2.83100 2.27648
H -5.84326 2.35194 0.68615
C -2.24245 -1.17468 -2.91234
C -2.68051 -1.74851 -1.55037
O -4.05282 -1.81258 -1.57804
C -4.77900 -1.75007 -0.57754
O -4.45485 -1.45922 0.52820
O -6.07909 -2.13233 -1.10009
C -7.17132 -2.13846 -0.24288
H -1.15253 -1.17153 -2.89943
H -2.66918 -0.17732 -3.01852
H -2.62970 -1.72327 -3.77094
H -2.39816 -1.14249 -0.68949
H -2.18012 -2.68557 -1.30617
H -8.02825 -2.56147 -0.76712
H -7.41353 -1.13005 0.09260
H -6.88438 -2.74999 0.61257
C 9.09358 -1.59622 -8.54093
C 9.17083 -0.50033 -7.47761
O 7.99910 -0.68120 -6.64427
C 7.71399 0.19448 -5.65681
O 8.38485 1.09662 -5.23321
O 6.55590 -0.19099 -5.12905
C 5.91634 0.66745 -4.19896
H 8.30389 -1.40424 -9.26732
H 8.80600 -2.54072 -8.07907
H 10.05467 -1.65145 -9.05215
H 9.10937 0.44131 -8.02316
H 10.11211 -0.43728 -6.93161
H 5.67880 1.51697 -4.83926
H 6.43925 0.79828 -3.25156
H 4.94043 0.25838 -3.93750
C -4.21863 -6.87749 -3.04223
C -3.22252 -6.09909 -3.82027
O -2.02190 -5.92566 -3.08178
C -1.09294 -4.89255 -3.25265
O -1.06665 -3.94995 -4.03964
O -0.20018 -5.15884 -2.30715
C 0.64992 -4.08433 -1.90310
H -3.69487 -7.71868 -2.58814
H -4.88487 -7.26926 -3.81082
H -4.84607 -6.17341 -2.49571
H -3.68235 -5.17227 -4.16328
H -3.05227 -6.64218 -4.74987
H 0.04017 -3.36062 -1.36222
H 1.08082 -3.46041 -2.68615
H 1.43273 -4.55783 -1.31057
C -2.40589 1.74244 0.68699
C -1.29587 0.84320 1.30043
O -0.03852 0.92579 0.60870
C 0.74455 -0.16033 0.29873
O 0.35412 -1.33615 0.42640
O 1.94463 0.24497 -0.20542
C 2.98940 -0.70606 -0.58981
H -3.31383 1.57339 1.26593
H -2.53041 1.39042 -0.33706
H -2.13743 2.79858 0.71159
H -1.64651 -0.17972 1.16334
H -1.16841 1.03561 2.36572
H 3.72657 -0.91946 0.18424
H 3.52400 -0.21690 -1.40407
H 2.53517 -1.55870 -1.09456
C -0.39022 -4.19394 2.15099
C -0.10994 -5.48923 1.35835
C -0.15151 -6.64783 2.35047
O -0.30443 -6.04591 3.61091
C -0.44630 -4.66267 3.58959
H -1.22818 -3.65608 1.70756
H 0.41329 -3.47660 1.98399
H 0.85119 -5.49598 0.84428
H -0.77925 -5.58236 0.50310
H 0.74335 -7.25998 2.23822
H -1.04448 -7.27253 2.37187
H 0.44399 -4.22865 4.04466
H -1.38503 -4.28197 3.99204
```

Results
**Multiplicity**: 2
**Expectation value of S²**: 0.754
**LUMO level (spin up / spin down)**: -2.86 / -8.80 eV
**HOMO (spin up / spin down)**: -11.652 / -11.652 eV
**Electronic energy**: -4061.2970 a.u.
**Charge**: +1



2.
A 4-piece molecular cluster, CH11N3O3 overall in a non-equilibrium geometry. Source: the Open Molecules 2025 dataset; level of theory: ωB97M-V/def2-TZVPD.

```
18
CH11N3O3, DFT ωB97M-V/def2-TZVPD
N 0.32677 0.39593 0.53471
C 0.40235 -0.83514 0.11788
N -0.47785 -1.79253 0.56276
N 1.51386 -1.29016 -0.50132
H -0.56408 0.67312 0.92023
H -0.29431 -2.77469 0.49931
H -1.42246 -1.47154 0.69276
H 2.17032 -0.53482 -0.63296
H 1.77731 -2.24706 -0.37378
O -2.85567 -0.54327 -0.52384
H -3.18385 0.36640 -0.47744
H -3.62464 -1.03232 -0.82113
O 3.25770 1.12994 0.44823
H 3.52684 1.53704 1.27759
H 2.29549 1.28189 0.40232
O -1.34819 2.47868 -0.66441
H -0.66723 2.93707 -1.17349
H -0.83234 1.72146 -0.28744
```

Results
**Multiplicity**: 1
**LUMO level**: 0.64 eV
**HOMO**: -8.997 eV
**Electronic energy**: -434.6964 a.u.
**SMILES**: N=C(N)N.O.O.O
**ΔE to the lowest compared entry with this formula, charge and spin**: 0.6628 eV



3.
A 30-piece molecular cluster, H60O30 overall in a non-equilibrium geometry. Source: the Open Molecules 2025 dataset; level of theory: ωB97M-V/def2-TZVPD.

```
90
H60O30, DFT ωB97M-V/def2-TZVPD
O -11.83260 14.38136 7.19265
H -12.65146 14.09585 7.59783
H -11.99136 15.29281 6.94710
O -11.56766 10.30144 0.75484
H -11.75423 9.37833 0.92600
H -11.83329 10.75256 1.55619
O -17.34119 12.02002 -0.78072
H -17.34326 12.20468 -1.71993
H -16.43959 12.18614 -0.50547
O -18.98085 8.65324 5.17585
H -19.81996 9.02081 5.45336
H -18.32644 9.15628 5.66053
O -15.25045 9.72826 8.54406
H -15.59245 9.69984 9.43763
H -14.82839 10.58465 8.47575
O -14.80524 12.63709 0.06406
H -14.38399 13.34908 -0.41745
H -15.02087 13.01779 0.91543
O -9.51613 8.99870 4.20499
H -10.41524 8.76616 3.97317
H -8.97735 8.55912 3.54719
O -17.41647 7.96311 0.89719
H -18.02734 8.24671 0.21702
H -17.55578 8.57878 1.61675
O -14.81237 7.54190 6.65953
H -14.99667 8.22434 7.30493
H -14.71775 8.01351 5.83197
O -20.21312 9.86157 2.46168
H -19.42672 9.53086 2.89577
H -19.90769 10.61045 1.94971
O -13.83721 12.07899 8.19605
H -14.49176 12.69331 8.52834
H -13.81468 12.23935 7.25265
O -11.40204 7.74563 1.92694
H -10.65890 7.26191 1.56641
H -12.16093 7.41061 1.44935
O -13.04064 14.88288 4.06624
H -13.39750 15.64479 4.52273
H -12.09162 15.00007 4.10931
O -15.36489 14.25942 2.20315
H -14.67727 14.90953 2.34722
H -15.94351 14.35030 2.96022
O -13.82962 4.99147 4.34488
H -14.48186 5.69172 4.36651
H -14.17688 4.35942 3.71547
O -17.02433 12.81126 8.80805
H -17.92293 13.08603 8.99049
H -16.47997 13.44820 9.27089
O -16.87281 12.46963 4.92366
H -17.65620 12.74256 4.44611
H -17.15096 11.70095 5.42167
O -11.40509 8.13281 7.19656
H -11.70252 8.34849 6.31268
H -12.21119 7.99740 7.69466
O -17.63225 10.46845 7.06127
H -17.97157 11.32441 7.32284
H -16.74985 10.43694 7.43088
O -14.90617 9.74898 -0.19067
H -15.62129 9.70340 -0.82531
H -14.56676 10.63999 -0.27515
O -15.37964 7.29476 3.47130
H -14.94839 6.95439 2.68746
H -15.17938 8.23078 3.46809
O -12.70798 11.94630 2.73961
H -13.54711 12.14314 2.32326
H -12.92593 11.79579 3.65944
O -18.04266 6.56628 3.89128
H -17.13323 6.81727 3.72948
H -18.44810 7.35390 4.25393
O -12.58644 10.88470 10.23587
H -11.88621 11.53728 10.22880
H -13.29035 11.28245 9.72349
O -12.39357 8.38966 4.47127
H -12.55982 7.93795 3.64390
H -13.13565 8.98572 4.57261
O -14.20199 12.96733 5.52276
H -13.75483 13.67366 5.05652
H -15.12871 13.09485 5.31986
O -16.60035 10.39343 2.19187
H -16.23578 10.17349 1.33458
H -16.93448 11.28452 2.08911
O -19.75582 12.27852 0.97428
H -20.22140 12.70231 0.25326
H -18.93365 12.76328 1.04692
O -13.98771 7.28200 0.74038
H -14.26850 6.77362 -0.02050
H -14.17165 8.19085 0.50292
O -15.03397 10.03522 4.47384
H -14.99364 10.74208 5.11801
H -15.65452 10.34628 3.81476
```

Results
**Multiplicity**: 1
**LUMO level**: -1.37 eV
**HOMO**: -9.036 eV
**Electronic energy**: -2293.2112 a.u.
**ΔE to the lowest compared entry with this formula, charge and spin**: 3.8125 eV



> Look up the multiplicity of the third one.

1



> Look up the electronic energy of the second one.

-434.6964 a.u.